Below is a molecular structure, C2H3O2Tl at a distorted geometry, with properties calculated with ωB97M-V/def2-TZVPD.

Summary:
- charge = +3
- energy above the lowest of the compared OMol25 structures with the same formula, charge and spin (eV) = 1.0178
- multiplicity = 2
- strongest force on any atom (eV Å⁻¹) = 5.7
- orbital gap (spin up / spin down) (eV) = 8.8 / 6.8

Last column: Löwdin charge in e.
CARTESIAN COORDINATES (ANGSTROEM)
O  0.36  -2.78  0.85  0.514
C  -0.13  -2.10  0.07  -0.113
Tl  -0.96  0.24  -1.74  1.834
O  -0.53  -1.02  -0.31  -0.060
C  0.26  1.24  0.24  0.417
H  1.26  0.86  -0.02  0.146
H  -0.67  1.27  0.82  0.143
H  0.40  2.31  0.08  0.120